Record 1
Here is one molecule with the formula C7H10 in a non-equilibrium geometry from the Open Molecules 2025 dataset. Energies are from the ωB97M-V functional and the def2-TZVPD basis.

```
17
Properties=species:S:1:pos:R:3:forces:R:3:lowdin_charge:R:1
C -0.4263 -1.8798 0.1201 2.41 -2.61 -2.26 -0.181
C -1.3682 -2.8018 -0.1124 -3.35 3.40 1.99 0.019
C -1.6389 0.0425 0.7405 -4.89 0.53 1.10 0.012
C -0.5793 -0.4577 0.1230 1.88 -0.26 2.42 -0.358
C 0.6800 0.3352 0.1241 0.43 -2.65 -3.26 -0.110
C 0.6660 1.5366 -0.4009 3.29 1.45 0.59 -0.153
C 1.9895 2.3348 -0.2267 -1.55 0.99 -2.59 -0.102
H 0.5808 -2.1834 -0.3016 -0.77 0.29 0.74 0.111
H -1.3692 -3.6164 -0.7503 0.81 -1.96 -0.42 0.027
H -2.4488 -2.4680 0.2025 1.93 -0.76 -0.82 0.098
H -2.0536 -0.4521 1.6317 -0.11 -1.19 -0.83 0.069
H -2.5253 0.6209 0.3714 1.97 1.36 0.31 0.091
H 1.6585 -0.3448 0.1029 -2.01 1.83 1.13 0.168
H -0.1312 1.8387 -1.0493 -0.58 0.74 0.39 0.109
H 1.8549 3.3785 0.1922 0.06 -0.97 -1.06 0.083
H 2.5191 2.2612 -1.2423 -0.48 0.87 1.43 0.093
H 2.5921 1.8554 0.4751 0.96 -1.06 1.13 0.025
```
Positions in Å, forces in eV/Å.

Structure (SMILES)   C=CC(=C)/C=C/C
2S+1   1
ΔE to the lowest compared entry with this formula, charge and spin   566.3 kJ/mol
Net charge   0
LUMO   -0.30 eV
HOMO-LUMO gap   7.120 eV
Energy   -7415.165 eV



Record 2
Here is one molecule with the formula C7H10 from the Open Molecules 2025 dataset. Energies are from the ωB97M-V functional and the def2-TZVPD basis.

```
17
Properties=species:S:1:pos:R:3:forces:R:3:lowdin_charge:R:1
C -1.9941 -0.2976 -0.0614 -0.10 -0.15 0.06 -0.094
C -1.4627 0.9493 -0.7176 0.02 0.19 -0.07 -0.084
C -0.5286 -0.0080 -0.0422 -0.03 0.00 0.02 -0.488
C 0.5490 -0.8778 -0.6957 -0.02 -0.02 -0.01 -0.100
C 1.5091 -0.6477 0.4712 0.24 -0.13 -0.09 -0.217
C 1.5420 0.8407 0.7142 0.08 0.11 0.02 -0.185
C 0.1963 0.4135 1.2479 -0.06 0.13 -0.17 0.027
H -2.3541 -1.0974 -0.7048 0.08 0.13 0.09 0.102
H -2.5263 -0.1866 0.8800 0.09 0.00 -0.15 0.104
H -1.4488 0.9941 -1.8041 0.02 -0.03 0.18 0.103
H -1.6504 1.9034 -0.2306 0.03 -0.16 -0.06 0.103
H 0.2341 -1.9210 -0.7975 0.03 0.16 0.02 0.116
H 0.9454 -0.5309 -1.6579 -0.06 -0.04 0.14 0.115
H 2.3855 -1.2537 0.7049 -0.14 0.10 -0.01 0.137
H 1.5534 1.4407 -0.1964 -0.04 -0.09 0.12 0.118
H 2.2613 1.1811 1.4590 -0.13 -0.07 -0.11 0.103
H 0.7889 -0.9021 1.4310 -0.01 -0.12 0.02 0.141
```
Positions in Å, forces in eV/Å.

2S+1   1
ΔE to the lowest compared entry with this formula, charge and spin   477.5 kJ/mol
Net charge   0
LUMO   1.02 eV
HOMO-LUMO gap   9.080 eV
Energy   -7416.086 eV



Record 3
Here is one molecule with the formula C7H10 in a non-equilibrium geometry from the Open Molecules 2025 dataset. Energies are from the ωB97M-V functional and the def2-TZVPD basis.

```
17
Properties=species:S:1:pos:R:3:forces:R:3:lowdin_charge:R:1
C 0.7107 1.2334 1.3783 0.01 0.03 -0.18 -0.082
C 0.5810 -0.2244 1.7544 -0.10 -0.25 0.18 -0.092
C 0.3078 0.1803 0.3530 -0.19 -0.15 0.13 -0.396
C 0.9474 -0.2257 -1.0332 -0.04 0.04 0.97 -0.054
C -0.4462 -0.0912 -1.6698 0.19 0.16 0.01 -0.197
C -1.3457 -1.0486 -0.9258 -0.11 -0.15 -0.18 -0.080
C -1.0237 0.2793 -0.3255 -0.47 0.08 0.34 -0.199
H 1.6971 1.6996 1.4442 -0.19 -0.32 -0.28 0.098
H -0.0871 1.9047 1.7152 0.23 -0.27 -0.28 0.101
H 1.5248 -0.7248 1.9676 -0.27 -0.04 -0.12 0.104
H -0.2615 -0.5517 2.3529 0.09 0.04 0.14 0.101
H 1.6352 0.5965 -0.9991 0.66 0.35 -1.75 0.100
H 1.4153 -1.2065 -1.2314 0.06 0.49 0.58 0.113
H -0.7461 0.3006 -2.6433 0.36 -0.07 0.34 0.130
H -0.8806 -1.9476 -0.5145 -0.25 0.23 0.04 0.113
H -2.3659 -1.1703 -1.2731 0.19 -0.01 -0.18 0.101
H -1.7480 1.0670 -0.1742 -0.17 -0.16 0.25 0.138
```
Positions in Å, forces in eV/Å.

Structure (SMILES)   C1[C@@H]2CC3(CC3)[C@H]12
2S+1   1
ΔE to the lowest compared entry with this formula, charge and spin   283.8 kJ/mol
Net charge   0
LUMO   1.18 eV
HOMO-LUMO gap   10.367 eV
Energy   -7418.094 eV



Record 4
Here is one molecule with the formula C7H10 in a non-equilibrium geometry from the Open Molecules 2025 dataset. Energies are from the ωB97M-V functional and the def2-TZVPD basis.

```
17
Properties=species:S:1:pos:R:3:forces:R:3:lowdin_charge:R:1
C -1.6076 -1.2225 -0.0308 -0.45 0.01 -0.07 -0.057
C -0.4295 -0.6880 -0.7879 -0.45 0.04 0.02 -0.225
C 0.0054 0.7994 -0.8019 -0.31 0.14 -0.02 -0.218
C -0.7276 1.8791 -0.0513 -0.27 0.15 -0.08 -0.058
C 0.6414 -0.1954 0.0316 -0.47 0.08 -0.14 -0.244
C 1.3577 -0.3388 1.1037 1.21 -0.44 -0.97 -0.015
C 2.6052 -0.7785 1.0900 0.03 0.57 0.32 -0.031
H -2.5094 -1.0546 -0.6107 -0.37 -0.15 0.09 0.075
H -1.4860 -2.2949 0.1574 -0.04 0.18 -0.07 0.086
H -1.6965 -0.7285 0.9422 -0.08 -0.08 -0.22 0.082
H -0.1550 -1.2140 -1.7050 0.03 0.05 0.27 0.148
H 0.5069 1.1004 -1.7202 -0.02 -0.05 0.12 0.143
H -0.0691 2.7328 0.1402 -0.10 -0.14 -0.07 0.084
H -1.5808 2.2083 -0.6409 -0.14 0.24 0.08 0.075
H -1.0783 1.5148 0.9206 0.03 0.07 -0.24 0.081
H 2.9114 -1.0498 0.0938 0.89 -0.16 0.12 0.051
H 3.3118 -0.6697 1.8693 0.49 -0.51 0.86 0.023
```
Positions in Å, forces in eV/Å.

Structure (SMILES)   C=C=C1[C@@H](C)[C@H]1C
2S+1   1
ΔE to the lowest compared entry with this formula, charge and spin   404.2 kJ/mol
Net charge   0
LUMO   0.73 eV
HOMO-LUMO gap   9.263 eV
Energy   -7416.846 eV



Record 5
Here is a 2-piece molecular cluster, C7H10 overall in a non-equilibrium geometry from the Open Molecules 2025 dataset. Energies are from the ωB97M-V functional and the def2-TZVPD basis.

```
17
Properties=species:S:1:pos:R:3:forces:R:3:lowdin_charge:R:1
C 1.8273 -0.9053 0.3722 -0.17 0.00 0.03 -0.061
C 1.0902 -0.1482 -0.7130 0.00 -0.09 -0.09 -0.236
C -0.4234 -0.1839 -0.9988 -0.41 -0.22 -0.23 -0.207
C -1.4215 -0.5950 0.0637 -0.35 0.63 -0.10 -0.067
C -1.2179 0.3874 1.1398 -0.40 -0.39 -0.17 -0.126
C -0.3088 1.3327 0.8003 0.10 -0.04 0.05 -0.054
C 0.2521 1.1051 -0.5467 -0.09 0.01 0.07 -0.209
H 1.9680 -1.9456 0.0565 -0.08 0.14 0.10 0.078
H 2.8293 -0.4912 0.5533 -0.29 0.05 -0.10 0.078
H 1.2813 -0.9031 1.3191 0.05 -0.03 -0.12 0.071
H 1.6686 -0.0946 -1.6405 -0.26 -0.18 0.17 0.132
H -0.6844 -0.3471 -2.0345 -0.01 0.06 -0.01 0.128
H -2.4140 -1.2026 -0.1283 1.93 0.23 0.58 -0.013
H -3.2927 -0.4451 -0.6163 0.46 0.48 0.04 0.139
H -1.6553 0.3320 2.1322 -0.19 -0.04 -0.25 0.099
H 0.0351 2.1495 1.4368 -0.13 -0.35 -0.04 0.111
H 0.4661 1.9548 -1.1957 -0.14 -0.25 0.08 0.136
```
Positions in Å, forces in eV/Å.

2S+1   1
ΔE to the lowest compared entry with this formula, charge and spin   522.0 kJ/mol
Net charge   0
LUMO (alpha / beta)   -0.26 / -0.21 eV
HOMO-LUMO gap (alpha / beta)   8.224 / 7.360 eV
Energy   -7415.624 eV



Record 6
Here is C7H10 as an isolated structure from the Open Molecules 2025 dataset. Energies are from the ωB97M-V functional and the def2-TZVPD basis.

```
17
Properties=species:S:1:pos:R:3:forces:R:3:lowdin_charge:R:1
C 2.0229 0.0274 0.0243 0.01 -0.07 -0.05 -0.035
C 0.5006 -0.0395 -0.0554 0.19 0.09 0.06 -0.430
C -0.3792 -0.8880 0.9188 0.05 0.01 0.21 -0.090
C -1.5183 -0.3709 -0.0022 -0.25 -0.07 0.00 -0.246
C -0.4931 -0.5802 -1.1653 0.09 0.01 -0.19 -0.070
C -1.4176 1.1435 0.1949 0.05 0.10 -0.02 -0.054
C -0.1085 1.3507 0.1265 -0.13 0.09 0.08 -0.065
H 2.5006 0.2133 -0.9435 -0.13 -0.13 0.06 0.078
H 2.2688 0.8910 0.6590 0.07 -0.27 -0.09 0.071
H 2.4877 -0.8443 0.4920 -0.13 -0.07 -0.22 0.073
H -0.3817 -0.6228 1.9805 -0.08 0.11 -0.14 0.113
H -0.2280 -1.9706 0.7973 0.09 0.27 0.02 0.111
H -2.5111 -0.8245 -0.0081 0.18 0.00 -0.04 0.126
H -0.6285 0.0368 -2.0594 0.06 -0.06 0.15 0.108
H -0.3837 -1.6383 -1.4368 0.17 0.20 0.12 0.106
H -2.2178 1.8587 0.3286 -0.02 -0.14 -0.04 0.098
H 0.4869 2.2578 0.1488 -0.23 -0.06 0.10 0.108
```
Positions in Å, forces in eV/Å.

2S+1   1
ΔE to the lowest compared entry with this formula, charge and spin   198.4 kJ/mol
Net charge   0
LUMO   1.05 eV
HOMO-LUMO gap   9.835 eV
Energy   -7418.979 eV



Record 7
Here is one molecule with the formula C7H10 from the Open Molecules 2025 dataset. Energies are from the ωB97M-V functional and the def2-TZVPD basis.

```
17
Properties=species:S:1:pos:R:3:forces:R:3:lowdin_charge:R:1
C -1.8791 -0.7747 0.0731 -0.01 0.03 0.10 -0.050
C -0.5529 -0.6774 -0.6477 0.02 -0.14 0.06 -0.225
C 0.2137 0.6214 -0.9338 0.09 0.07 -0.07 -0.234
C -0.2316 1.9415 -0.3260 -0.02 0.03 0.05 -0.051
C 0.7441 -0.4039 -0.0271 -0.03 0.04 -0.14 -0.141
C 1.8225 -0.7187 0.7253 -0.05 -0.10 0.05 -0.216
C 1.8072 -1.7853 1.6847 0.15 0.16 -0.52 0.080
H -2.6987 -0.4718 -0.5888 0.15 -0.04 0.11 0.081
H -2.0503 -1.8097 0.3839 0.02 0.18 0.00 0.082
H -1.9015 -0.1489 0.9685 -0.01 -0.08 -0.12 0.076
H -0.4519 -1.3941 -1.4661 0.01 0.06 0.17 0.149
H 0.6725 0.7099 -1.9185 -0.11 -0.07 0.11 0.141
H 0.6175 2.6225 -0.2064 -0.11 -0.11 -0.06 0.079
H -0.9760 2.4259 -0.9674 0.12 -0.07 0.09 0.080
H -0.6798 1.8057 0.6634 0.09 -0.04 -0.15 0.078
H 2.6903 -0.0834 0.5231 -0.01 0.09 0.29 0.092
H 2.8540 -1.8588 2.0597 -0.29 -0.01 0.04 -0.022
```
Positions in Å, forces in eV/Å.

2S+1   1
ΔE to the lowest compared entry with this formula, charge and spin   517.0 kJ/mol
Net charge   0
LUMO   -0.73 eV
HOMO-LUMO gap   7.386 eV
Energy   -7415.677 eV



Record 8
Here is C7H10 as an isolated structure from the Open Molecules 2025 dataset. Energies are from the ωB97M-V functional and the def2-TZVPD basis.

```
17
Properties=species:S:1:pos:R:3:forces:R:3:lowdin_charge:R:1
C 2.4355 0.4070 -0.0897 0.09 0.04 0.01 -0.111
C 1.1738 -0.3987 0.2573 -0.01 0.17 0.02 -0.267
C -0.0044 0.1455 -0.5269 0.24 -0.09 0.03 -0.055
C -0.9184 -0.9213 -1.0159 -0.14 0.10 -0.07 -0.201
C -1.7312 -0.6177 0.2466 -0.54 -0.12 0.21 -0.175
C -1.4202 0.8764 0.4506 0.36 -0.43 -0.26 -0.240
C -1.8702 1.9653 0.7996 0.01 0.16 0.00 0.128
H 2.4963 0.5811 -1.1689 0.01 -0.05 0.15 0.070
H 3.3391 -0.1325 0.2155 -0.14 0.10 0.02 0.069
H 2.4256 1.3831 0.4030 -0.02 -0.11 -0.09 0.073
H 1.3429 -1.4648 0.0314 -0.10 0.19 0.01 0.104
H 0.9953 -0.3381 1.3390 -0.06 0.06 -0.16 0.119
H -1.4810 -0.6347 -1.9085 0.06 -0.11 0.10 0.111
H -0.5393 -1.9440 -1.0831 0.01 0.16 0.03 0.107
H -1.4009 -1.2225 1.0949 -0.01 0.16 -0.13 0.119
H -2.8109 -0.7096 0.1163 0.11 -0.06 0.03 0.120
H -2.0842 3.0094 0.8835 0.14 -0.17 0.11 0.027
```
Positions in Å, forces in eV/Å.

2S+1   1
ΔE to the lowest compared entry with this formula, charge and spin   601.8 kJ/mol
Net charge   0
LUMO (alpha / beta)   0.10 / -0.14 eV
HOMO-LUMO gap (alpha / beta)   7.352 / 7.195 eV
Energy   -7414.797 eV